The following is a DFT calculation (ωB97M-V/def2-TZVPD) of a structure of composition C43H37AuN4O4P2S in a non-equilibrium geometry.

The LUMO energy comes out at -8.3 eV. The HOMO-LUMO gap is 4.484 eV. The calculation puts the HOMO energy at -12.809 eV. The total charge is +2.

Geometry (Å):
1 Au -0.3635 -0.0774 -0.3853
2 C 0.8322 -0.6434 -3.1221
3 P 1.3785 -1.0068 -1.4713
4 C 1.5348 -2.7832 -1.3213
5 C 0.3982 -3.5661 -1.5605
6 C 0.4576 -4.9385 -1.4219
7 C 1.6488 -5.5432 -1.0291
8 C 2.7718 -4.7695 -0.7677
9 C 2.7198 -3.3909 -0.9099
10 C 2.9942 -0.2861 -1.2491
11 C 3.1687 0.7335 -0.3101
12 C 4.4057 1.3424 -0.1755
13 C 5.4638 0.9472 -0.9810
14 C 5.2905 -0.0611 -1.9309
15 C 4.0614 -0.6756 -2.0674
16 P 0.0063 0.9129 -2.7562
17 C -0.8543 1.5013 -4.1656
18 C -1.2629 0.6237 -5.1870
19 C -1.9255 1.1196 -6.2878
20 C -2.2197 2.4817 -6.3663
21 C -1.8539 3.3511 -5.3387
22 C -1.1842 2.8683 -4.2362
23 C 1.1416 2.1649 -2.1861
24 C 1.0154 2.7402 -0.9218
25 C 1.8993 3.7307 -0.5281
26 C 2.9088 4.1388 -1.3882
27 C 3.0353 3.5683 -2.6542
28 C 2.1446 2.5952 -3.0631
29 H 0.0846 -1.4053 -3.3613
30 H 1.5667 -0.6235 -3.9314
31 H -0.5458 -3.1019 -1.8310
32 H -0.4215 -5.5401 -1.6087
33 H 1.6965 -6.6185 -0.9225
34 H 3.6939 -5.2380 -0.4528
35 H 3.5966 -2.8000 -0.6820
36 H 2.3336 1.0577 0.3033
37 H 4.5423 2.1260 0.5567
38 H 6.4299 1.4225 -0.8744
39 H 6.1168 -0.3664 -2.5583
40 H 3.9383 -1.4607 -2.8066
41 H -1.0507 -0.4356 -5.1207
42 H -2.2212 0.4558 -7.0880
43 H -2.7436 2.8659 -7.2315
44 H -2.0979 4.4021 -5.4052
45 H -0.8984 3.5389 -3.4351
46 H 0.2251 2.4178 -0.2530
47 H 1.7970 4.1867 0.4468
48 H 3.5970 4.9148 -1.0805
49 H 3.8219 3.8928 -3.3214
50 H 2.2351 2.1643 -4.0542
51 N -6.3368 2.8423 2.1161
52 C -6.0314 2.6263 0.8301
53 S -6.9595 3.0506 -0.4477
54 C -4.6980 1.9831 0.6104
55 C -4.5402 1.0399 -0.4076
56 C -3.3007 0.4993 -0.6340
57 N -2.2142 0.8561 0.0821
58 C -2.3564 1.7571 1.0597
59 C -3.5772 2.3328 1.3564
60 H -7.2188 3.2819 2.3307
61 H -5.7997 2.4502 2.8720
62 H -5.3871 0.7533 -1.0146
63 H -3.1446 -0.2345 -1.4141
64 H -1.4565 2.0114 1.6134
65 H -3.6290 3.0744 2.1414
66 O 2.4354 0.7285 2.8932
67 C 1.2206 0.6710 2.9959
68 O 0.4047 0.9523 2.0104
69 C 0.7757 0.1529 4.3425
70 C 1.5906 0.0371 5.4566
71 C 1.0864 -0.5242 6.6263
72 C -0.2217 -0.9879 6.6799
73 C -1.0058 -0.8607 5.5514
74 C -0.5400 -0.3002 4.3761
75 N -2.3967 -1.3667 5.5733
76 O -2.7886 -1.8900 6.5917
77 O -3.0559 -1.2294 4.5497
78 H 2.6071 0.3994 5.4261
79 H 1.7160 -0.6030 7.5018
80 H -0.6306 -1.4384 7.5723
81 H -1.1790 -0.2311 3.5109
82 C -0.8615 -4.0656 3.0986
83 C 0.3567 -3.4440 2.8552
84 C 0.3924 -2.3930 1.9617
85 N -0.6922 -1.9458 1.3221
86 C -1.8584 -2.5500 1.5570
87 C -1.9913 -3.6076 2.4344
88 H -0.9302 -4.8923 3.7931
89 H 1.2624 -3.7664 3.3481
90 H 1.3283 -1.8920 1.7393
91 H -2.7229 -2.1565 1.0353
92 H -2.9613 -4.0540 2.5974

The following is a DFT calculation (ωB97M-V/def2-TZVPD) of a cluster of 8 separate species, C43H37Cl2F7 in total.

The LUMO energy comes out at 0.4 eV. The HOMO-LUMO gap is 9.434 eV. The calculation puts the HOMO energy at -8.994 eV.

Geometry (Å):
1 F -5.8340 1.1777 1.7313
2 C -5.3432 0.8626 0.5198
3 C -4.2038 1.5011 0.0742
4 C -3.6836 1.1578 -1.1685
5 C -4.3479 0.2385 -1.9680
6 C -5.5243 -0.3412 -1.5230
7 C -6.0284 -0.0449 -0.2658
8 H -3.6562 2.1424 0.7568
9 H -2.8222 1.6948 -1.5397
10 H -3.9645 -0.0206 -2.9471
11 H -6.0754 -1.0369 -2.1433
12 H -6.9506 -0.4714 0.1074
13 F 1.0996 3.8680 -1.4574
14 C -0.1768 4.3001 -1.4006
15 C -0.9184 3.9819 -0.2804
16 C -2.1883 4.5019 -0.1587
17 C -2.7279 5.3021 -1.1662
18 C -1.9635 5.5799 -2.2894
19 C -0.6804 5.0634 -2.4335
20 H -0.4458 3.3779 0.4832
21 H -2.7727 4.2995 0.7315
22 H -3.7204 5.7127 -1.0502
23 H -2.3971 6.2078 -3.0602
24 H -0.0902 5.3530 -3.2917
25 F 3.5472 -1.3878 4.4475
26 C 2.3693 -0.7587 4.2067
27 C 1.8734 0.1142 5.1626
28 C 0.6588 0.7465 4.9258
29 C -0.0582 0.4743 3.7623
30 C 0.5025 -0.3389 2.7905
31 C 1.7077 -0.9948 3.0219
32 H 2.4712 0.2781 6.0513
33 H 0.2891 1.4362 5.6739
34 H -1.0123 0.9654 3.6121
35 H 0.0338 -0.5366 1.8382
36 H 2.1545 -1.5973 2.2422
37 F 3.1514 1.1363 0.1640
38 C 4.4064 1.5023 -0.1735
39 C 4.6238 2.0494 -1.4078
40 C 5.8980 2.4697 -1.7398
41 C 6.9393 2.3280 -0.8327
42 C 6.6965 1.7349 0.3860
43 C 5.4370 1.2936 0.7232
44 H 3.7968 2.1609 -2.0988
45 H 6.0616 2.8899 -2.7241
46 H 7.9530 2.6026 -1.0895
47 H 7.5121 1.6234 1.0898
48 H 5.2375 0.8254 1.6791
49 F -2.7657 -2.2372 5.7071
50 C -2.3164 -2.5306 4.4715
51 C -2.7205 -1.7456 3.4191
52 C -2.2444 -2.0280 2.1477
53 C -1.4105 -3.1211 1.9582
54 C -1.0463 -3.9094 3.0300
55 C -1.5154 -3.6311 4.2969
56 H -3.3895 -0.9211 3.6171
57 H -2.6161 -1.4107 1.3376
58 H -1.0641 -3.3474 0.9588
59 H -0.4589 -4.8094 2.8976
60 H -1.2275 -4.2189 5.1590
61 F 3.3763 -7.8934 1.0552
62 C 3.6455 -6.5632 1.0980
63 C 4.7492 -6.1343 1.7955
64 C 5.0017 -4.7724 1.8661
65 C 4.1321 -3.8645 1.2589
66 C 3.0377 -4.3223 0.5525
67 C 2.7902 -5.6850 0.4601
68 H 5.4020 -6.8782 2.2364
69 H 5.8774 -4.3914 2.3742
70 H 4.3449 -2.8048 1.3297
71 H 2.3619 -3.6397 0.0521
72 H 1.9415 -6.0798 -0.0840
73 F -2.4841 -1.2116 -6.4347
74 C -2.6000 -0.0027 -5.8611
75 C -1.7939 0.3204 -4.8009
76 C -1.9045 1.5860 -4.2387
77 C -2.9069 2.4523 -4.6776
78 C -3.7209 2.0973 -5.7415
79 C -3.5510 0.8684 -6.3499
80 H -1.1173 -0.4300 -4.4064
81 H -1.3438 1.9159 -3.3711
82 H -3.0353 3.3962 -4.1593
83 H -4.5156 2.7623 -6.0505
84 H -4.1119 0.6205 -7.2428
85 Cl 0.3702 -2.1685 -0.9598
86 C 0.5378 -0.5553 -1.6632
87 Cl -0.1426 0.7354 -0.6452
88 H 1.5952 -0.3513 -1.7622
89 H 0.0051 -0.5209 -2.6020

The following is a DFT calculation (ωB97M-V/def2-TZVPD) of the ion C43H37F3NSi with charge +1 in a non-equilibrium geometry.

The LUMO energy comes out at -3.6 eV. The HOMO-LUMO gap is 8.151 eV. The calculation puts the HOMO energy at -11.708 eV. The total charge is +1.

Geometry (Å):
1 F -3.7499 4.6818 1.6893
2 C -3.4675 3.3413 1.8059
3 C -4.4203 2.4184 1.3885
4 C -4.0928 1.0657 1.5115
5 C -2.8408 0.6615 1.9939
6 C -1.8806 1.6049 2.3686
7 C -0.4838 1.2713 2.9175
8 C 0.5925 2.2402 2.3879
9 C 0.4615 2.9936 1.2114
10 C 1.5589 3.7179 0.7368
11 F 1.4272 4.4192 -0.4492
12 C 2.7862 3.7432 1.3829
13 C 2.8815 2.9735 2.5422
14 F 4.1074 2.8817 3.1667
15 C 1.8119 2.2653 3.0802
16 C 0.0623 -0.1292 2.7102
17 C 0.1676 -0.2743 1.2522
18 N 1.3169 -0.3370 0.6170
19 C 2.6044 -0.6488 1.2677
20 C 3.6739 -0.2928 0.2349
21 C 2.9923 0.5487 -0.8397
22 C 1.4722 0.3478 -0.6674
23 Si 0.5315 -0.5166 -2.0748
24 C -0.8879 -1.5937 -1.5258
25 C -2.1492 -1.0303 -1.2528
26 C -3.2247 -1.8432 -0.8782
27 C -3.0657 -3.2299 -0.7966
28 C -1.8222 -3.7970 -1.0860
29 C -0.7434 -2.9872 -1.4600
30 C 1.7740 -1.4913 -3.0612
31 C 1.9673 -1.1889 -4.4178
32 C 2.9347 -1.8719 -5.1647
33 C 3.7092 -2.8740 -4.5712
34 C 3.5010 -3.2007 -3.2275
35 C 2.5295 -2.5229 -2.4770
36 C -0.1833 0.9022 -3.0488
37 C -1.2242 0.6403 -3.9558
38 C -1.8766 1.6929 -4.6109
39 C -1.5132 3.0198 -4.3531
40 C -0.4640 3.2830 -3.4683
41 C 0.2357 2.2299 -2.8683
42 C -0.6572 -1.3371 3.3093
43 C -0.5236 -1.5747 4.6809
44 C -1.1313 -2.6992 5.2444
45 C -1.9185 -3.5480 4.4538
46 C -1.9986 -3.3327 3.0752
47 C -1.3231 -2.2535 2.4986
48 C -2.2363 2.9615 2.3299
49 H -5.3847 2.7443 1.0077
50 H -4.8242 0.2998 1.2514
51 H -2.6398 -0.4043 2.0954
52 H -0.5353 1.4358 4.0101
53 H -0.4668 3.0173 0.6378
54 H 3.6326 4.3005 0.9889
55 H 1.9369 1.6970 4.0093
56 H 1.0559 -0.1510 3.1813
57 H -0.7375 -0.1723 0.6393
58 H 2.5990 -1.7015 1.5921
59 H 2.7509 -0.0356 2.1719
60 H 4.0884 -1.2156 -0.1783
61 H 4.4914 0.2571 0.7116
62 H 3.3045 0.2874 -1.8547
63 H 3.2060 1.6148 -0.6884
64 H 0.9686 1.3281 -0.5933
65 H -2.3055 0.0477 -1.3640
66 H -4.1949 -1.3887 -0.6731
67 H -3.9110 -3.8632 -0.5200
68 H -1.6927 -4.8792 -1.0353
69 H 0.2126 -3.4417 -1.7297
70 H 1.3557 -0.4150 -4.8880
71 H 3.0793 -1.6200 -6.2156
72 H 4.4669 -3.4018 -5.1537
73 H 4.0893 -3.9883 -2.7542
74 H 2.3566 -2.8165 -1.4367
75 H -1.5354 -0.3910 -4.1438
76 H -2.6780 1.4723 -5.3159
77 H -2.0386 3.8431 -4.8410
78 H -0.1732 4.3088 -3.2386
79 H 1.1043 2.4636 -2.2485
80 H 0.0761 -0.8845 5.2870
81 H -0.9871 -2.9108 6.3023
82 H -2.4437 -4.3943 4.8994
83 H -2.5587 -3.9998 2.4212
84 H -1.3475 -2.1112 1.4122
85 H -1.5409 3.7381 2.6517

The following is a DFT calculation (ωB97M-V/def2-TZVPD) of a structure of composition C43H37O2P2S5SiYb in a non-equilibrium geometry.

The LUMO energy (spin up / spin down) comes out at -0.4 / -0.4 eV. The HOMO-LUMO gap (spin up / spin down) is 6.520 / 6.543 eV. The multiplicity is 2. The calculation puts the HOMO energy (spin up / spin down) at -6.910 / -6.937 eV. The expectation value of S² is 0.751.

Geometry (Å):
1 Yb 0.6836 0.2350 -0.0522
2 C -1.1041 -3.4838 -1.2775
3 Si -0.9938 -1.8680 -0.2121
4 C -1.5535 -2.4013 1.5636
5 C -2.1969 -3.6097 1.8160
6 C -2.4163 -4.0636 3.1047
7 C -1.9999 -3.3076 4.1895
8 C -1.3699 -2.0981 3.9714
9 C -1.1283 -1.6585 2.6724
10 P -0.3493 -0.0140 2.4613
11 C 1.1388 0.0051 3.5147
12 C 1.8297 -1.1471 3.8779
13 C 3.0447 -1.0401 4.5336
14 C 3.5806 0.2052 4.8188
15 C 2.9118 1.3567 4.4300
16 C 1.7048 1.2579 3.7646
17 C -1.5833 0.9514 3.3968
18 C -1.4291 1.4263 4.6941
19 C -2.4731 2.0952 5.3113
20 C -3.6741 2.2883 4.6487
21 C -3.8312 1.8164 3.3539
22 C -2.7912 1.1557 2.7282
23 C -2.3445 -0.8277 -1.1202
24 C -3.6357 -0.5803 -0.6795
25 C -4.5006 0.2170 -1.4137
26 C -4.0861 0.7634 -2.6158
27 C -2.8001 0.5292 -3.0764
28 C -1.9232 -0.2384 -2.3195
29 P -0.2059 -0.5975 -2.8659
30 C 0.6706 1.0201 -2.5905
31 C 2.0433 0.9171 -2.2930
32 C 2.8037 2.0619 -2.0855
33 C 2.2009 3.3096 -2.1652
34 C 0.8506 3.4180 -2.4639
35 C 0.0827 2.2808 -2.6706
36 C -0.4101 -0.4470 -4.6820
37 C 0.3255 0.4246 -5.4804
38 C 0.1114 0.4504 -6.8471
39 C -0.8108 -0.4027 -7.4269
40 C -1.5029 -1.3140 -6.6438
41 C -1.2914 -1.3476 -5.2800
42 H -2.1283 -3.8179 -1.4159
43 H -0.5351 -4.2861 -0.8216
44 H -0.6873 -3.2950 -2.2657
45 H -2.5368 -4.2078 0.9841
46 H -2.9217 -5.0037 3.2713
47 H -2.1684 -3.6521 5.1997
48 H -1.0485 -1.4933 4.8104
49 H 1.4253 -2.1186 3.6277
50 H 3.5813 -1.9365 4.8089
51 H 4.5238 0.2798 5.3393
52 H 3.3417 2.3272 4.6313
53 H 1.1939 2.1526 3.4262
54 H -0.5034 1.2685 5.2288
55 H -2.3535 2.4598 6.3209
56 H -4.4854 2.8003 5.1455
57 H -4.7678 1.9638 2.8349
58 H -2.9027 0.7895 1.7136
59 H -3.9695 -1.0304 0.2483
60 H -5.5017 0.4018 -1.0498
61 H -4.7671 1.3586 -3.2077
62 H -2.4905 0.9433 -4.0279
63 H 2.5218 -0.0658 -2.3488
64 H 3.8636 1.9839 -1.8814
65 H 2.7962 4.1923 -1.9915
66 H 0.3838 4.3896 -2.5341
67 H -0.9723 2.3690 -2.8930
68 H 1.0542 1.0911 -5.0381
69 H 0.6610 1.1487 -7.4607
70 H -0.9859 -0.3608 -8.4906
71 H -2.2095 -1.9898 -7.1025
72 H -1.8181 -2.0584 -4.6553
73 C 3.7784 -3.1083 -2.0326
74 S 5.0009 -3.3136 -0.6962
75 C 5.1183 -1.6569 -0.1310
76 C 4.0996 -0.9466 0.4049
77 S 2.5100 -1.5232 0.6990
78 S 4.4766 0.7247 0.8425
79 C 6.1752 0.6786 0.4007
80 S 7.1800 1.9517 0.5749
81 S 6.6718 -0.8518 -0.2621
82 H 3.6628 -4.0945 -2.4692
83 H 4.1657 -2.4084 -2.7678
84 H 2.8324 -2.7677 -1.6144
85 C -0.6348 3.9001 0.7165
86 C -0.1094 2.5270 0.3790
87 O 1.0872 2.2305 0.6223
88 O -0.8844 1.6648 -0.1129
89 H 0.1773 4.6185 0.7380
90 H -1.0812 3.8476 1.7085
91 H -1.3988 4.1885 0.0011

The following is a DFT calculation (ωB97M-V/def2-TZVPD) of a structure of composition C43H38As2BrCsF3N2O5S in a non-equilibrium geometry.

The LUMO energy comes out at 2.1 eV. The HOMO-LUMO gap is 7.656 eV. The calculation puts the HOMO energy at -5.576 eV. The total charge is -1.

Geometry (Å):
1 Cs -0.8590 -0.9473 -0.5937
2 O -4.2993 -1.3062 -1.2731
3 C -5.3062 -0.4432 -1.0419
4 C -6.6162 -0.7648 -1.3889
5 C -7.6409 0.1408 -1.1438
6 C -7.3791 1.3774 -0.5593
7 C -6.0667 1.6918 -0.2132
8 C -5.0309 0.7998 -0.4404
9 C -3.5850 1.0778 -0.0454
10 O -2.6774 0.4958 -0.8827
11 N -3.4902 0.5283 1.3576
12 N -2.3359 0.5195 2.0091
13 C -2.2461 -0.0747 3.1385
14 C -1.0139 -0.0485 3.9401
15 Br 0.5664 0.4936 3.0449
16 C -0.9745 -0.3640 5.2295
17 C 0.2126 -0.3950 6.1216
18 C 1.3443 -1.1422 5.8002
19 C 2.4346 -1.1848 6.6574
20 C 2.4119 -0.4827 7.8559
21 C 1.2841 0.2575 8.1931
22 C 0.1922 0.2936 7.3350
23 H -3.4621 -0.6901 -1.1768
24 H -6.8082 -1.7243 -1.8556
25 H -8.6566 -0.1191 -1.4232
26 H -8.1814 2.0818 -0.3772
27 H -5.8368 2.6514 0.2443
28 H -3.4247 2.1565 0.0576
29 H -4.2536 -0.0486 1.6837
30 H -3.0978 -0.5913 3.5792
31 H -1.9324 -0.6074 5.6862
32 H 1.3668 -1.6914 4.8668
33 H 3.3052 -1.7709 6.3868
34 H 3.2642 -0.5165 8.5242
35 H 1.2555 0.8093 9.1253
36 H -0.6874 0.8730 7.5976
37 C 1.5836 0.2029 -1.8675
38 C 3.0054 0.7653 -1.8455
39 As 4.0675 0.1457 -0.2988
40 C 3.8875 1.7306 0.8292
41 C 2.6858 2.4316 0.8856
42 C 2.5302 3.5144 1.7475
43 C 3.5805 3.9061 2.5657
44 C 4.7836 3.2073 2.5219
45 C 4.9340 2.1249 1.6634
46 C 5.8233 0.5689 -1.0438
47 C 6.1404 1.8490 -1.5020
48 C 7.3735 2.1021 -2.0876
49 C 8.3058 1.0761 -2.2212
50 C 7.9996 -0.1993 -1.7671
51 C 6.7603 -0.4506 -1.1803
52 As 0.5617 0.3900 -3.5574
53 C 2.0811 0.5154 -4.7804
54 C 2.6798 -0.6819 -5.1781
55 C 3.7743 -0.6664 -6.0354
56 C 4.2718 0.5401 -6.5157
57 C 3.6722 1.7318 -6.1287
58 C 2.5835 1.7194 -5.2624
59 C 0.1274 2.2917 -3.4636
60 C -0.4904 2.8614 -4.5778
61 C -0.8796 4.1937 -4.5739
62 C -0.6709 4.9772 -3.4428
63 C -0.0724 4.4173 -2.3233
64 C 0.3236 3.0821 -2.3358
65 H 0.9628 0.6148 -1.0829
66 H 1.6209 -0.8736 -1.6851
67 H 3.0079 1.8552 -1.8665
68 H 3.5712 0.4269 -2.7090
69 H 1.8500 2.1293 0.2677
70 H 1.5819 4.0380 1.7862
71 H 3.4611 4.7454 3.2408
72 H 5.6065 3.5043 3.1621
73 H 5.8768 1.5915 1.6363
74 H 5.4227 2.6549 -1.3936
75 H 7.6077 3.0995 -2.4422
76 H 9.2675 1.2732 -2.6811
77 H 8.7212 -1.0015 -1.8705
78 H 6.5217 -1.4490 -0.8331
79 H 2.3081 -1.6267 -4.7977
80 H 4.2376 -1.6021 -6.3267
81 H 5.1236 0.5515 -7.1858
82 H 4.0550 2.6785 -6.4934
83 H 2.1398 2.6579 -4.9573
84 H -0.6686 2.2583 -5.4597
85 H -1.3569 4.6187 -5.4496
86 H -0.9823 6.0151 -3.4333
87 H 0.0881 5.0156 -1.4337
88 H 0.7883 2.6702 -1.4515
89 F -1.3115 -2.1381 -2.7101
90 C -0.6591 -3.2986 -3.0452
91 F -1.5184 -4.2903 -2.8388
92 F -0.3919 -3.2431 -4.3446
93 S 0.8934 -3.5085 -2.0470
94 O 1.0570 -4.9357 -1.9778
95 O 1.8655 -2.7822 -2.8427
96 O 0.5386 -2.8329 -0.7955

> Which formula does entry 3 have?

C43H37F3NSi